## a
4 unconnected molecules or ions with the total composition CH10NO4. Source: the Open Molecules 2025 dataset; level of theory: the ωB97M-V functional and the def2-TZVPD basis.

Geometry (Å):
1 N -1.146 -0.227 2.362
2 C -0.632 -1.189 1.321
3 O -0.579 -0.749 0.059
4 H -1.579 0.500 1.799
5 H -0.304 0.148 2.793
6 H -1.182 -2.152 1.395
7 H 0.362 -1.492 1.734
8 H 2.196 0.209 0.487
9 H 0.728 0.360 0.053
10 O 1.638 0.751 -0.076
11 H 0.919 2.241 -1.335
12 H 1.276 3.279 -2.348
13 O 0.603 3.068 -1.708
14 H -0.411 -1.418 -1.498
15 H -1.413 -1.665 -2.584
16 O -0.476 -1.665 -2.455

Computed properties:
gap between HOMO and LUMO: 7.9 eV
total charge: -1
LUMO energy: 3.973 eV
HOMO: -0.1439 hartree


## b
4 unconnected molecules or ions with the total composition CH10NO4. Source: the Open Molecules 2025 dataset; level of theory: the ωB97M-V functional and the def2-TZVPD basis.

Geometry (Å):
1 N 3.000 -0.295 0.397
2 C 1.909 -0.419 -0.587
3 O 0.685 -0.127 -0.051
4 H 3.544 -1.233 0.384
5 H 2.791 -0.025 1.336
6 H 2.010 -1.597 -0.689
7 H 2.324 0.188 -1.434
8 H -1.346 1.436 -0.950
9 H -0.336 1.102 0.251
10 O -1.258 1.535 0.070
11 H -2.942 1.699 1.854
12 H -3.372 1.005 0.630
13 O -3.749 1.317 1.488
14 H -0.826 -0.918 -0.451
15 H -1.064 -1.912 -1.574
16 O -1.371 -1.754 -0.675

Computed properties:
gap between HOMO and LUMO: 7.9 eV
total charge: -1
LUMO energy: 4.067 eV
HOMO: -0.1423 hartree


## c
4 unconnected molecules or ions with the total composition CH10NO4. Source: the Open Molecules 2025 dataset; level of theory: the ωB97M-V functional and the def2-TZVPD basis.

Geometry (Å):
1 N 2.070 0.661 0.736
2 C 1.255 0.064 -0.350
3 O -0.112 -0.077 -0.221
4 H 1.913 0.030 1.523
5 H 1.632 1.535 1.024
6 H 1.713 -0.943 -0.410
7 H 1.498 0.672 -1.242
8 H -0.706 -0.940 2.651
9 H -0.128 -0.585 1.197
10 O -0.093 -1.268 1.996
11 H -1.400 -1.274 -0.714
12 H -1.993 -1.946 -2.022
13 O -2.209 -1.545 -1.186
14 H -0.789 1.157 -1.064
15 H -1.510 2.393 -0.546
16 O -1.140 2.067 -1.369

Computed properties:
gap between HOMO and LUMO: 8.8 eV
total charge: -1
LUMO energy: 4.193 eV
HOMO: -0.1699 hartree


Energy relative to the most stable one, in kJ/mol: a 21.7; b 113.4; c 0.0


## a
A gas-phase ion, C5H12NO2 (charge +1). Source: the Open Molecules 2025 dataset; level of theory: the ωB97M-V functional and the def2-TZVPD basis.

Geometry (Å):
1 C -2.239 -0.117 -0.995
2 C -0.876 0.473 -0.647
3 N -0.115 0.502 -2.076
4 C 0.050 -0.425 0.220
5 C 1.186 0.307 0.953
6 C 1.911 -0.612 2.000
7 O 2.680 -1.521 1.916
8 O 1.546 -0.077 3.198
9 H -2.766 -0.390 -0.042
10 H -2.314 -0.993 -1.543
11 H -2.863 0.614 -1.490
12 H -1.025 1.455 -0.249
13 H 0.272 -0.460 -2.304
14 H -0.766 0.742 -2.869
15 H 0.581 1.235 -2.155
16 H 0.445 -1.263 -0.622
17 H -0.627 -0.965 1.102
18 H 2.037 0.739 0.278
19 H 0.744 1.242 1.473
20 H 2.140 -0.486 3.852

Computed properties:
gap between HOMO and LUMO: 10.2 eV
total charge: +1
LUMO energy: -3.745 eV
HOMO: -0.5112 hartree
SMILES: C[C@H]([NH3+])CCC(=O)O


## b
2 unconnected molecules or ions with the total composition C5H12NO2. Source: the Open Molecules 2025 dataset; level of theory: the ωB97M-V functional and the def2-TZVPD basis.

Geometry (Å):
1 O 0.136 -1.028 2.330
2 C -0.843 -1.567 1.861
3 C -2.001 -0.893 1.151
4 C -1.633 -0.359 -0.300
5 C -0.175 -0.027 -0.680
6 C 0.305 -0.699 -1.727
7 N 0.743 0.858 0.105
8 H -0.908 -2.628 2.176
9 H -2.183 0.067 1.702
10 H -2.789 -1.643 0.983
11 H -1.887 -1.172 -1.002
12 H -2.320 0.471 -0.519
13 H 1.321 -0.553 -2.092
14 H -0.245 -1.340 -2.413
15 H 0.287 1.765 0.193
16 H 1.620 0.954 -0.406
17 H 0.974 0.289 0.944
18 H 3.523 2.532 -0.019
19 H 3.176 2.662 -1.568
20 O 2.901 2.311 -0.719

Computed properties:
gap between HOMO and LUMO: 10.7 eV
total charge: +1
LUMO energy: -3.073 eV
HOMO: -0.5059 hartree


Energy relative to the most stable one, in kJ/mol: a 0.0; b 27.2


## a
H4N3OPS in the gas phase. Source: the Open Molecules 2025 dataset; level of theory: the ωB97M-V functional and the def2-TZVPD basis.

Geometry (Å):
1 N -0.719 1.323 0.063
2 N -0.712 -0.532 -1.405
3 N 1.010 -1.064 0.974
4 O 1.533 1.015 -1.155
5 P 0.426 0.313 -0.565
6 S -2.056 0.282 -0.594
7 H -0.698 1.454 1.080
8 H -0.858 -1.566 -1.356
9 H 0.216 -0.642 1.593
10 H 1.859 -0.583 1.365

Computed properties:
gap between HOMO and LUMO: 8.9 eV
total charge: 0
LUMO energy: -0.298 eV
HOMO: -0.3375 hartree


## b
2 unconnected molecules or ions with the total composition H4N3OPS. Source: the Open Molecules 2025 dataset; level of theory: the ωB97M-V functional and the def2-TZVPD basis.

Geometry (Å):
1 N -0.410 -1.775 0.099
2 N 1.474 -0.770 -1.018
3 N 0.321 0.554 0.912
4 O -1.430 2.082 -0.326
5 P 0.024 -0.137 -0.561
6 S 0.977 -2.302 -0.749
7 H -1.241 -2.373 0.389
8 H -0.929 2.461 -0.852
9 H -0.120 1.536 1.027
10 H 1.335 0.724 1.080

Computed properties:
gap between HOMO and LUMO (spin up / spin down): 8.3 / 5.8 eV
total charge: 0
LUMO energy (spin up / spin down): -1.187 / -1.960 eV
HOMO (spin up / spin down): -0.3478 / -0.2865 hartree


Energy relative to the most stable one, in kJ/mol: a 0.0; b 382.1


## a
2 unconnected molecules or ions with the total composition C2H8NO2P. Source: the Open Molecules 2025 dataset; level of theory: the ωB97M-V functional and the def2-TZVPD basis.

Geometry (Å):
1 C 0.765 -0.727 -1.196
2 C 0.680 -0.204 1.651
3 N -0.796 1.522 -0.208
4 O 1.772 1.565 -0.140
5 O -1.977 0.789 -0.307
6 P 0.659 0.643 0.037
7 H 0.852 -0.420 -2.194
8 H 1.568 -1.363 -0.836
9 H -0.222 -1.206 -1.269
10 H 1.626 -0.693 1.450
11 H 0.753 0.655 2.477
12 H -0.147 -0.900 1.907
13 H -0.293 2.195 -1.609
14 H -2.780 1.282 -0.068

Computed properties:
gap between HOMO and LUMO: 9.6 eV
total charge: 0
LUMO energy: -0.099 eV
HOMO: -0.3562 hartree


## b
2 unconnected molecules or ions with the total composition C2H8NO2P. Source: the Open Molecules 2025 dataset; level of theory: the ωB97M-V functional and the def2-TZVPD basis.

Geometry (Å):
1 C -0.205 2.164 -0.226
2 C -0.476 -0.737 1.576
3 N 1.105 -1.031 -0.610
4 O -1.445 -1.056 -1.036
5 O 1.220 -1.408 -1.970
6 P -0.426 -0.388 -0.227
7 H 0.060 2.362 -1.247
8 H -1.195 2.477 0.050
9 H 0.562 2.347 0.499
10 H -0.374 -1.811 1.717
11 H 0.326 -0.209 2.081
12 H -1.434 -0.403 1.957
13 H 1.903 -0.442 -0.407
14 H 0.378 -1.863 -2.156

Computed properties:
gap between HOMO and LUMO: 9.0 eV
total charge: 0
LUMO energy: 0.361 eV
HOMO: -0.3173 hartree


## c
C2H8NO2P in the gas phase. Source: the Open Molecules 2025 dataset; level of theory: the ωB97M-V functional and the def2-TZVPD basis.

Geometry (Å):
1 C 0.563 -1.365 -0.468
2 P -0.511 0.297 -0.460
3 C 0.639 1.595 0.227
4 O -1.230 0.693 -1.709
5 N -1.836 0.144 0.675
6 O -2.728 -0.808 0.119
7 H -0.083 -2.235 -0.458
8 H 0.945 -1.369 -1.409
9 H 1.306 -1.530 0.375
10 H 0.282 2.546 -0.184
11 H 0.639 1.579 1.265
12 H 1.536 1.368 -0.292
13 H -1.613 -0.137 1.672
14 H -2.597 -0.684 -0.817

Computed properties:
gap between HOMO and LUMO: 9.8 eV
total charge: 0
LUMO energy: 0.705 eV
HOMO: -0.3338 hartree
SMILES: CP(C)(=O)NO


Energy relative to the most stable one, in kJ/mol: a 215.9; b 115.6; c 0.0


## a
4 unconnected molecules or ions with the total composition C2H11NO3. Source: the Open Molecules 2025 dataset; level of theory: the ωB97M-V functional and the def2-TZVPD basis.

Geometry (Å):
1 C -0.166 1.786 0.416
2 C -0.747 1.374 1.547
3 N -1.220 0.146 1.953
4 H 0.106 1.185 -0.437
5 H -0.030 2.848 0.260
6 H -0.981 2.164 2.257
7 H -0.974 -0.720 1.476
8 H -1.068 0.016 2.943
9 O 2.044 -0.068 -1.193
10 H 2.072 0.515 -0.416
11 H 2.011 -0.908 -0.673
12 O -0.583 -0.853 -2.375
13 H 0.321 -0.668 -2.663
14 H -1.075 -0.041 -2.397
15 O 0.144 -1.952 0.002
16 H -0.169 -2.844 0.255
17 H 0.316 -1.980 -0.954

Computed properties:
gap between HOMO and LUMO: 8.8 eV
total charge: 0
LUMO energy: 0.610 eV
HOMO: -0.3028 hartree
SMILES: C=CN.O.O.O


## b
4 unconnected molecules or ions with the total composition C2H11NO3. Source: the Open Molecules 2025 dataset; level of theory: the ωB97M-V functional and the def2-TZVPD basis.

Geometry (Å):
1 C 0.451 0.586 0.057
2 N -0.656 0.809 -0.474
3 C -1.669 -0.209 -0.477
4 H 1.109 1.412 0.305
5 H 0.700 -0.410 0.457
6 H -1.683 -0.691 -1.465
7 H -1.513 -1.032 0.232
8 H -2.643 0.229 -0.317
9 O 1.702 0.755 -3.818
10 H 1.690 1.405 -3.108
11 H 0.794 0.424 -3.832
12 O -2.412 4.443 4.900
13 H -1.661 4.337 5.493
14 H -2.162 5.144 4.289
15 O 2.689 -5.367 -0.708
16 H 3.340 -5.945 -1.110
17 H 1.925 -5.891 -0.425

Computed properties:
gap between HOMO and LUMO: 10.6 eV
total charge: 0
LUMO energy: 0.845 eV
HOMO: -0.3568 hartree
SMILES: C=NC.O.O.O


Energy relative to the most stable one, in kJ/mol: a 0.0; b 57.7


## a
4 unconnected molecules or ions with the total composition C2H11NO3. Source: the Open Molecules 2025 dataset; level of theory: the ωB97M-V functional and the def2-TZVPD basis.

Geometry (Å):
1 C -2.878 -0.506 1.453
2 C -1.901 -0.772 0.582
3 N -1.515 0.019 -0.560
4 H -3.083 0.481 1.848
5 H -3.295 -1.364 1.964
6 H -1.486 -1.776 0.601
7 H -1.210 0.951 -0.268
8 H -2.336 0.283 -1.093
9 O 1.355 -0.779 0.035
10 H 0.952 -1.016 0.877
11 H 0.540 -0.918 -0.484
12 O 3.848 -0.709 -1.708
13 H 2.993 -0.584 -1.275
14 H 3.735 -0.303 -2.574
15 O 1.189 2.567 -0.032
16 H 1.080 1.639 0.214
17 H 2.012 2.788 0.420

Computed properties:
gap between HOMO and LUMO: 10.7 eV
total charge: 0
LUMO energy: 0.489 eV
HOMO: -0.3741 hartree
SMILES: C=CN.O.O.O


## b
3 unconnected molecules or ions with the total composition C2H11NO3. Source: the Open Molecules 2025 dataset; level of theory: the ωB97M-V functional and the def2-TZVPD basis.

Geometry (Å):
1 C 1.514 -0.936 2.067
2 N 2.160 -1.002 0.776
3 C 1.273 -0.692 -0.362
4 O 1.874 -0.479 -1.659
5 H 1.258 0.134 2.284
6 H 2.142 -1.263 2.889
7 H 0.540 -1.438 2.202
8 H 2.704 -1.829 0.568
9 H 0.615 -1.562 -0.507
10 H 0.568 0.142 -0.159
11 H 2.746 -0.889 -1.546
12 O -0.951 0.067 -2.677
13 H 0.003 0.073 -2.640
14 H -1.473 0.795 -2.351
15 O -4.892 2.631 0.265
16 H -4.754 3.434 -0.248
17 H -5.325 2.813 1.098

Computed properties:
gap between HOMO and LUMO: 9.8 eV
total charge: 0
LUMO energy: 0.807 eV
HOMO: -0.3309 hartree
SMILES: CNCO.O.O


Energy relative to the most stable one, in kJ/mol: a 10.9; b 0.0